No. 1
DFT (ωB97M-V/def2-TZVPD) results for a structure of composition C8H8F12N2O13S4Zr at a distorted geometry.

Computed properties:
Orbital gap, eV: 9.1
E_HOMO, eV: -10.894
ΔE to the lowest compared entry with this formula, charge and spin, kJ/mol: 269.51

The geometry in ORCA input format:
```
! RIJCOSX wB97M-V def2-TZVPD def2/J DEFGRID3
* xyz 0 1
Zr 15.590 -12.965 24.040
C 13.210 -9.472 23.854
F 12.417 -8.472 23.475
F 14.322 -8.992 24.280
F 12.591 -10.090 24.841
S 13.496 -10.640 22.367
O 12.491 -11.698 22.491
O 13.315 -9.774 21.223
N 15.086 -11.500 22.624
S 15.879 -10.879 21.323
O 17.189 -11.553 21.370
O 15.243 -10.981 19.992
C 16.411 -9.000 21.676
F 17.506 -8.685 20.927
F 15.400 -8.136 21.491
F 16.656 -8.919 22.962
C 18.214 -13.634 27.504
F 17.143 -12.926 27.707
F 19.359 -12.906 27.504
F 18.237 -14.668 28.406
S 18.039 -14.589 25.739
O 18.794 -13.918 24.701
O 18.536 -15.907 26.044
N 16.336 -14.474 25.232
S 15.786 -15.865 25.869
O 16.138 -16.239 27.226
O 14.350 -15.795 25.615
C 16.342 -17.266 24.633
F 16.868 -18.275 25.334
F 15.330 -17.742 23.971
F 17.291 -16.869 23.789
C 17.356 -9.953 26.535
C 16.659 -10.848 25.560
O 15.484 -11.267 25.622
O 17.213 -11.553 24.702
H 16.685 -9.234 27.005
H 18.171 -9.313 26.196
H 17.727 -10.484 27.412
C 16.001 -15.444 20.565
C 15.872 -14.684 21.904
O 14.819 -14.471 22.512
O 16.732 -14.063 22.432
H 15.362 -16.326 20.519
H 17.036 -15.753 20.416
H 15.874 -14.720 19.761
O 13.543 -13.070 24.713
H 13.101 -12.740 25.495
H 12.833 -13.357 24.139
*
```

***

No. 2
DFT (ωB97M-V/def2-TZVPD) results for the molecule C4H8O2 at a distorted geometry.

Computed properties:
Orbital gap, eV: 10.4
Structure (SMILES): C1COCOC1
E_HOMO, eV: -9.436
ΔE to the lowest compared entry with this formula, charge and spin, kJ/mol: 261.82

The geometry in ORCA input format:
```
! RIJCOSX wB97M-V def2-TZVPD def2/J DEFGRID3
* xyz 0 1
C -0.765 -0.373 -0.895
C -0.389 1.057 -0.726
O 0.502 1.344 0.565
C 0.568 0.361 1.574
O 0.116 -0.943 1.146
C 0.336 -1.201 -0.234
H -1.742 -0.696 -0.502
H -0.862 -0.208 -1.998
H 0.401 1.305 -1.422
H -1.296 1.676 -0.941
H -0.075 0.600 2.437
H 1.606 0.218 1.959
H 0.265 -2.281 -0.412
H 1.335 -0.859 -0.548
*
```